No. 1
22
Properties=species:S:1:pos:R:3 method="wB97M-V/def2-TZVPD" e_homo_ev=-13.3921 homo_lumo_gap_ev=10.426 total_charge=+1 e_above_lowest_ev=0.826 e_tot_ha=-362.94881 smiles="NCCCCNC=[NH2+]"
N 1.428 -0.332 0.815
C 1.096 0.904 1.569
C 0.323 1.947 0.712
C -0.111 1.429 -0.643
C -1.079 0.258 -0.541
N -0.825 -0.757 -1.570
C -0.751 -2.024 -1.326
N -1.077 -2.639 -0.211
H 1.907 -0.938 1.486
H 2.220 -0.067 0.215
H 1.972 1.407 1.940
H 0.475 0.666 2.423
H -0.549 2.249 1.293
H 0.881 2.875 0.596
H 0.772 1.199 -1.251
H -0.578 2.221 -1.234
H -1.010 -0.191 0.441
H -2.111 0.607 -0.625
H -0.512 -0.388 -2.459
H -0.541 -2.661 -2.172
H -0.820 -3.616 -0.129
H -1.112 -2.149 0.670

No. 2
22
Properties=species:S:1:pos:R:3 method="wB97M-V/def2-TZVPD" e_homo_ev=-13.9912 homo_lumo_gap_ev=11.366 total_charge=+1 e_above_lowest_ev=3.933 e_tot_ha=-362.83465 smiles="C/C(N)=N/[N+](C)(C)C"
C 2.811 -0.942 0.174
C 1.592 -0.144 -0.006
N 1.877 1.173 -0.161
N 0.438 -0.663 0.113
N -0.922 -0.164 -0.018
C -1.152 0.787 -1.057
C -1.250 0.609 1.303
C -1.800 -1.392 -0.248
H 3.433 -1.291 -0.749
H 3.452 -0.339 0.829
H 2.436 -1.819 0.532
H 2.788 1.466 -0.344
H 1.180 1.850 -0.347
H -0.170 1.156 -1.546
H -1.481 0.103 -1.939
H -1.839 1.603 -1.085
H -1.422 -0.075 2.115
H -0.346 1.279 1.451
H -2.218 1.101 1.140
H -1.436 -2.061 0.509
H -2.877 -1.244 -0.294
H -1.411 -1.975 -1.158

No. 3
22
Properties=species:S:1:pos:R:3 method="wB97M-V/def2-TZVPD" e_homo_ev=-14.5936 homo_lumo_gap_ev=11.601 total_charge=+1 e_above_lowest_ev=0.570 e_tot_ha=-362.95824 smiles="CCCCNC(N)=[NH2+]"
C -2.258 0.406 1.561
C -2.116 0.312 0.005
C -0.979 -0.653 -0.401
C -0.102 -0.115 -1.541
N 1.358 -0.203 -1.316
C 2.014 -0.029 -0.161
N 3.201 -0.615 -0.009
N 1.493 0.625 0.867
H -1.849 1.364 1.898
H -1.751 -0.441 2.026
H -3.291 0.433 1.904
H -1.830 1.318 -0.310
H -3.073 0.042 -0.411
H -0.441 -0.986 0.480
H -1.445 -1.558 -0.795
H -0.358 0.929 -1.740
H -0.265 -0.654 -2.473
H 1.934 -0.047 -2.127
H 3.674 -0.962 -0.824
H 3.800 -0.400 0.777
H 0.526 0.911 0.800
H 1.760 0.322 1.790